91
Properties=species:S:1:pos:R:3:forces:R:3:lowdin_spin:R:1 method="wB97M-V/def2-TZVPD" homo_lumo_gap_ev="6.316 / 7.031" max_force_ha_per_bohr=0.0301 energy_ha=-3138.2733 relative_energy_ev=0.0000 charge=+2 lumo_ev="-4.902 / -4.935" spin_multiplicity=2
Ti 1.404 1.130 -1.579 0.2804 0.3187 -1.4859 0.87
C 4.141 1.803 3.555 0.0111 -0.0083 -0.0094 0.00
C 2.979 2.330 3.014 0.0016 0.0048 -0.0072 0.00
C 2.727 2.219 1.654 0.0072 0.0676 0.0098 0.00
C 3.649 1.590 0.830 -0.0379 -0.0123 -0.0094 0.00
C 4.818 1.057 1.368 -0.0355 -0.0347 -0.0091 0.00
C 5.057 1.166 2.727 0.0096 -0.0097 0.0059 0.00
N 3.369 1.465 -0.578 0.2721 0.0903 0.0761 0.00
N 4.404 1.395 -1.279 0.0020 0.0283 0.0602 0.06
C 4.177 1.106 -2.635 0.0791 -0.0437 0.0274 0.00
C 5.292 1.127 -3.471 -0.0215 -0.0347 0.0003 0.01
C 5.131 0.773 -4.798 -0.0217 -0.0061 -0.0175 0.00
C 3.872 0.391 -5.255 0.0314 0.0023 -0.0117 0.00
C 2.773 0.388 -4.401 -0.0486 0.0024 0.0349 0.00
C 2.891 0.754 -3.059 0.1762 -0.0908 -0.0150 -0.01
H 4.340 1.893 4.615 -0.0021 0.0017 0.0003 0.00
H 2.270 2.847 3.648 0.0038 0.0012 -0.0007 0.00
H 1.843 2.665 1.227 -0.0073 -0.0045 -0.0148 0.00
H 5.525 0.559 0.721 0.0025 -0.0006 -0.0210 0.00
H 5.968 0.754 3.141 0.0004 0.0024 0.0046 0.00
H 6.257 1.409 -3.071 -0.0002 -0.0028 0.0046 0.00
H 5.976 0.778 -5.472 0.0012 0.0009 0.0002 0.00
H 3.751 0.088 -6.288 -0.0028 0.0010 0.0002 0.00
H 1.807 0.081 -4.791 0.0039 0.0038 -0.0070 0.00
C -2.609 -0.345 4.731 -0.0041 0.0004 0.0155 0.00
C -3.197 -0.360 3.331 -0.0143 -0.0050 -0.0423 0.00
N -2.156 -0.413 2.288 0.0310 0.0014 0.0191 0.00
C -1.820 0.712 1.649 -0.0215 -0.0118 -0.0271 0.00
C -0.805 0.843 0.734 -0.0990 0.0232 0.0394 0.00
C -0.647 2.229 0.133 0.0733 -0.1176 0.2435 0.01
O -1.576 3.024 0.281 -0.0992 0.1132 -0.0527 0.01
O 0.457 2.504 -0.460 -0.4628 -0.1664 0.1891 0.00
C -0.011 -0.305 0.450 0.0157 -0.0610 0.0609 0.01
O 1.003 -0.335 -0.304 -0.2573 0.0603 0.4948 0.00
C -0.423 -1.548 1.084 0.0883 -0.0185 0.0363 0.00
C 0.265 -2.727 0.770 -0.0166 0.0013 0.0235 0.00
C -0.100 -3.894 1.366 0.0032 -0.0244 -0.0058 0.00
F 0.599 -5.018 1.097 -0.0057 -0.0172 0.0088 0.00
C -1.163 -3.977 2.283 -0.0851 -0.0147 -0.0086 0.00
C -1.838 -2.811 2.593 0.0167 0.0313 0.0034 0.00
C -1.472 -1.589 2.008 -0.0227 -0.0043 -0.0004 0.00
N -1.551 -5.193 2.873 0.1602 -0.0062 0.0123 0.00
C -1.547 -6.449 2.155 -0.0292 0.0190 -0.0159 0.00
C -0.427 -7.381 2.598 -0.0048 -0.0107 0.0271 0.00
N -0.489 -7.534 4.100 -0.0132 0.0130 -0.0082 0.00
C -0.431 -6.202 4.804 0.0161 -0.0254 -0.0227 0.00
C -1.591 -5.345 4.309 -0.0721 0.0014 -0.0178 0.00
H -3.412 -0.299 5.467 -0.0007 0.0007 -0.0013 0.00
H -1.971 0.527 4.871 -0.0002 0.0012 -0.0024 0.00
H -2.014 -1.236 4.931 0.0038 0.0040 -0.0026 0.00
H -3.772 0.544 3.147 0.0022 0.0020 0.0094 0.00
H -3.880 -1.195 3.179 0.0003 -0.0033 0.0028 0.00
H -2.409 1.588 1.889 0.0092 0.0038 0.0050 0.00
H 1.092 -2.697 0.073 0.0000 0.0030 -0.0019 0.00
H -2.676 -2.871 3.270 -0.0012 -0.0016 -0.0016 0.00
H -1.461 -6.280 1.085 0.0039 -0.0059 0.0013 0.00
H -2.511 -6.949 2.320 -0.0038 -0.0020 0.0011 0.00
H 0.555 -6.974 2.370 0.0021 0.0157 -0.0085 0.00
H -0.527 -8.374 2.163 0.0032 0.0036 -0.0082 0.00
H 0.273 -8.135 4.420 0.0083 0.0073 -0.0036 0.00
H -1.359 -8.010 4.355 0.0047 -0.0046 0.0049 0.00
H 0.530 -5.759 4.547 -0.0002 0.0070 0.0157 0.00
H -0.476 -6.388 5.876 -0.0177 -0.0003 -0.0001 0.00
H -1.541 -4.374 4.798 0.0279 0.0006 -0.0049 0.00
H -2.537 -5.811 4.613 -0.0028 0.0084 0.0152 0.00
N 0.971 2.817 -3.183 0.0901 -0.0423 0.2935 0.00
C -0.479 2.776 -3.404 -0.0376 0.0150 -0.0299 0.00
C -0.929 3.340 -4.760 -0.0263 0.0141 -0.0123 0.00
C -1.268 4.836 -4.701 0.0212 0.0379 0.0153 0.00
C -2.768 5.118 -4.529 -0.0179 -0.0038 -0.0173 0.00
N -3.466 4.192 -3.636 0.0260 0.0031 0.0226 0.00
C -3.292 4.108 -2.322 0.0551 0.0528 -0.0193 0.00
N -2.685 5.078 -1.642 0.0245 0.0378 0.0341 0.00
N -3.764 3.041 -1.670 0.0858 -0.1631 0.0710 0.00
C -1.008 1.356 -3.129 0.1179 0.0316 0.0605 0.00
O -2.204 1.132 -3.252 -0.1124 0.0617 -0.0940 0.00
O -0.132 0.512 -2.697 -0.2624 -0.0566 0.1124 0.01
H 1.284 3.744 -2.914 -0.0239 0.0165 -0.0237 0.00
H 1.476 2.551 -4.022 0.0339 -0.0011 0.0098 0.00
H -0.919 3.378 -2.605 0.0158 -0.0206 0.0552 0.00
H -1.791 2.770 -5.111 0.0075 -0.0013 -0.0063 0.00
H -0.134 3.167 -5.487 0.0085 -0.0008 0.0065 0.00
H -0.960 5.342 -5.617 -0.0036 0.0020 -0.0063 0.00
H -0.695 5.310 -3.898 -0.0059 -0.0085 0.0050 0.00
H -3.269 5.023 -5.491 -0.0025 -0.0158 0.0016 0.00
H -2.951 6.144 -4.202 0.0221 0.0079 -0.0177 0.00
H -3.919 3.399 -4.062 -0.0114 -0.0142 0.0104 0.00
H -2.395 5.926 -2.095 -0.0134 0.0047 -0.0076 0.00
H -2.327 4.875 -0.717 0.0111 -0.0576 -0.0287 0.00
H -3.746 2.177 -2.202 0.0379 -0.0491 -0.0544 0.00
H -3.425 2.929 -0.722 0.0189 0.0519 0.0113 0.00



35
Properties=species:S:1:pos:R:3:forces:R:3:lowdin_spin:R:1 method="wB97M-V/def2-TZVPD" homo_lumo_gap_ev="6.936 / 2.958" max_force_ha_per_bohr=0.1542 energy_ha=-732.4400 relative_energy_ev=3.0876 charge=+1 lumo_ev="-3.780 / -7.733" spin_multiplicity=2
C -1.051 2.078 -1.587 1.7118 0.3155 -0.3719 0.00
C -0.357 3.944 2.196 -0.3352 0.1406 2.7794 0.00
C 0.695 3.515 1.438 0.9932 -0.6352 -0.3337 0.00
C -1.694 3.916 1.744 5.7822 -3.2716 -4.3304 0.00
C 0.482 2.983 0.166 0.4606 -0.3346 0.9112 0.00
C -1.896 3.352 0.486 1.6786 1.3993 0.1347 0.00
C -0.780 2.855 -0.265 -3.8461 -1.2351 -1.7037 0.00
O -0.183 4.351 3.553 -0.4376 -0.3013 -1.7936 0.00
H 1.719 3.396 1.787 -0.2112 0.6011 0.4543 0.00
H 0.726 4.204 3.829 0.1215 0.0449 -0.1508 0.00
H -2.375 4.408 2.194 -4.7740 3.1076 3.3632 0.00
H 1.279 2.542 -0.412 0.3083 0.1947 -0.0111 0.00
H -2.763 3.692 -0.051 -0.7272 -0.8947 -0.0788 0.00
H -0.253 2.432 -2.273 -0.1540 -0.7200 0.1734 0.00
H -1.916 2.192 -2.198 -1.2760 1.1328 0.2462 0.00
H -1.064 0.968 -1.562 0.6265 0.8250 0.8104 0.00
C 2.226 -2.905 0.627 -0.7650 -1.9828 1.0472 0.04
C 3.104 -3.420 -0.484 -0.3191 -1.0858 0.0196 0.03
C 0.831 -2.675 0.089 -0.5196 0.3347 -0.0176 0.25
C -0.381 -3.419 0.346 -0.5240 -1.1300 2.8585 0.08
C 0.673 -1.589 -0.809 -2.9592 0.2240 0.1632 0.02
C -1.588 -3.089 -0.229 0.8557 -2.0824 -0.1393 0.07
C -0.553 -1.349 -1.479 4.1250 1.6540 -1.0500 0.12
C -1.633 -2.136 -1.232 -2.7163 -0.0675 -1.2896 0.19
O -2.697 -1.804 -1.984 -1.9998 -2.9316 -0.3656 0.19
H 2.304 -3.637 1.520 -0.5091 1.2332 -1.4440 0.00
H 2.705 -2.010 0.897 -0.0003 1.6567 0.7984 0.01
H 4.087 -3.619 -0.212 2.0321 0.5150 1.2573 0.00
H -0.436 -4.153 1.271 0.4498 1.1939 -2.3761 0.00
H 1.336 -0.799 -0.623 1.4514 0.9465 -1.0331 0.00
H -2.418 -3.766 -0.209 -0.5099 -0.1327 0.8995 0.00
H -0.671 -0.629 -2.331 0.4297 -0.5599 1.2992 0.00
H -3.503 -2.527 -2.156 3.1337 2.4796 1.2798 0.00
H 3.182 -2.882 -1.386 -0.4836 0.8814 -0.9976 0.00
H 2.863 -4.423 -0.660 -1.0929 -1.5149 -1.0088 0.00



16
Properties=species:S:1:pos:R:3:forces:R:3:nbo_charge:R:1 method="wB97M-V/def2-TZVPD" homo_lumo_gap_ev=10.137 max_force_ha_per_bohr=0.1329 energy_ha=-665.2006 relative_energy_ev=2.4976 charge=+1 lumo_ev=-3.513
C 2.256 -0.195 0.608 2.9023 2.7273 -0.1361 -0.45
N 0.950 0.172 0.226 -3.9237 -0.8426 -0.6243 -0.32
C 0.386 1.330 -0.012 -0.3529 -1.3112 0.1166 0.37
N -0.866 1.213 -0.522 -0.3010 1.5088 0.3974 -0.55
C -1.439 -0.111 -0.554 -2.0812 1.0942 0.8892 -0.22
S -2.882 -0.150 0.665 1.7591 1.5951 0.3153 0.01
C -0.378 -1.006 -0.241 6.6583 -0.6102 -1.4259 -0.15
H 2.756 -0.808 -0.088 0.2468 -0.5291 -1.5920 0.23
H 2.952 0.715 0.760 -1.3511 -0.9803 -0.6105 0.24
H 2.487 -0.716 1.482 -1.1926 -0.9010 2.0246 0.25
H 0.843 2.325 0.159 -0.2686 -0.8094 -0.1389 0.26
H -1.603 1.914 -0.377 1.0045 0.2094 -0.3328 0.44
H -1.830 -0.345 -1.528 -0.3450 0.1541 -0.4455 0.26
H -3.383 -1.142 0.055 -1.1949 -1.7835 -0.9483 0.13
H -0.429 -1.729 0.533 -0.2395 -0.3204 0.8139 0.25
H 0.180 -1.468 -1.167 -1.3204 0.7988 1.6975 0.25